C84H130Cl2F8N17O19S8 as an isolated structure at a distorted geometry. Source: the OMol25 dataset; level of theory: ωB97M-V/def2-TZVPD.

The electronic energy is -10540.74028 Ha. Its charge is +7. Its HOMO energy is -12.1 eV. Its spin multiplicity is 1. As for the energy relative to the best compared isomer or geometry (same formula, charge and spin): 17.186 eV.

CARTESIAN COORDINATES (ANGSTROEM)
C (-8.40720, -2.20020, 10.76152)
C (-8.19028, -1.11564, 9.66266)
N (-7.17135, -1.42366, 8.61237)
C (-5.95439, -1.96591, 9.22737)
C (-7.76653, -2.55190, 7.75144)
C (-6.89869, -3.01638, 6.59930)
C (-6.87149, -0.21425, 7.83534)
C (-7.94408, 0.73062, 7.41227)
O (-8.76755, 0.14035, 6.47233)
C (-9.98609, 0.82217, 6.35212)
H (-9.38500, -1.91708, 11.25707)
H (-7.61266, -2.11160, 11.50215)
H (-8.52934, -3.26230, 10.47311)
H (-7.99239, -0.26815, 10.34187)
H (-9.07015, -0.88326, 9.09236)
H (-5.23680, -2.17725, 8.43691)
H (-6.18235, -2.94587, 9.65724)
H (-5.53102, -1.30281, 10.00181)
H (-8.67938, -2.19196, 7.37640)
H (-7.86930, -3.37243, 8.44660)
H (-7.33599, -3.90446, 6.16114)
H (-5.85142, -3.28473, 6.79547)
H (-6.90540, -2.31958, 5.74603)
H (-6.15216, -0.40039, 7.04340)
H (-6.29857, 0.46988, 8.49636)
H (-7.50197, 1.62176, 6.96899)
H (-8.59536, 1.13322, 8.22774)
H (-10.53819, 0.58459, 7.26500)
H (-10.45685, 0.35132, 5.50183)
H (-9.96370, 1.89564, 6.31461)
C (-5.91023, 5.57730, -3.83333)
C (-5.11185, 4.34339, -3.66002)
N (-5.96635, 3.13921, -3.39136)
C (-6.67887, 3.21080, -2.07834)
C (-7.05702, 2.89495, -4.46367)
C (-6.50973, 2.94215, -5.89869)
C (-4.99672, 1.99993, -3.38791)
C (-4.28442, 1.58878, -2.10166)
O (-5.16887, 0.89075, -1.26227)
C (-4.49869, 0.34045, -0.11125)
H (-6.41451, 5.82385, -2.89801)
H (-6.70550, 5.52414, -4.53001)
H (-5.20117, 6.35547, -4.17536)
H (-4.33637, 4.44272, -2.91314)
H (-4.57504, 4.13270, -4.57906)
H (-5.94138, 3.49221, -1.32789)
H (-7.16439, 2.29386, -1.73289)
H (-7.41627, 3.97545, -2.23813)
H (-7.85117, 3.67969, -4.31463)
H (-7.55329, 1.93961, -4.36719)
H (-7.24027, 2.43181, -6.56480)
H (-5.65287, 2.34542, -6.09863)
H (-6.36262, 3.97832, -6.26436)
H (-4.22241, 2.26829, -4.09943)
H (-5.54945, 1.13865, -3.66915)
H (-3.91082, 2.45925, -1.54179)
H (-3.43848, 0.99767, -2.36566)
H (-5.14884, 0.05304, 0.66191)
H (-3.77116, 1.04415, 0.34758)
H (-4.02705, -0.58648, -0.42845)
C (-0.57878, -9.68039, 8.86051)
C (-0.60864, -10.59810, 7.67697)
N (-1.94673, -11.47927, 7.36610)
C (-1.91809, -12.11406, 5.98833)
C (-1.70118, -12.75209, 8.42275)
C (-3.01566, -13.25110, 8.70669)
C (-3.04415, -10.53257, 7.52096)
C (-4.41283, -11.17646, 6.90910)
O (-5.45353, -11.03738, 6.49110)
C (-7.30333, -10.88638, 5.42538)
H (-0.63354, -10.01522, 9.93608)
H (-1.34874, -8.97128, 8.82427)
H (0.35450, -9.05469, 8.84098)
H (0.06910, -11.38289, 7.70141)
H (-0.57258, -10.00019, 6.80825)
H (-1.03050, -12.64789, 6.04198)
H (-1.99287, -11.40867, 5.22575)
H (-2.76808, -12.81683, 5.99635)
H (-1.20997, -12.46469, 9.32544)
H (-1.10579, -13.41078, 7.82143)
H (-3.60614, -12.51594, 9.22509)
H (-2.97850, -14.22242, 9.45613)
H (-3.53651, -13.63911, 7.90860)
H (-3.14897, -9.75285, 6.78390)
H (-3.46420, -10.18619, 8.44639)
H (-5.36464, 3.11536, 16.62296)
H (-8.86964, -13.57606, 7.76002)
H (-7.81256, -11.15142, 6.30830)
H (-6.83512, -11.65046, 4.69589)
H (-7.09175, -9.87977, 5.38398)
C (-1.69344, 17.11671, -6.38549)
N (-1.40977, 15.80542, -7.11279)
C (-0.23263, 15.58884, -7.74966)
C (0.01142, 14.40594, -8.39446)
C (-0.93228, 13.34599, -8.29164)
C (-2.09793, 13.60899, -7.56137)
C (-2.34429, 14.85529, -7.04813)
C (-0.68894, 11.98201, -8.78085)
C (-1.69797, 10.98744, -8.98553)
C (-1.37755, 9.90188, -9.74157)
N (-0.10624, 9.58194, -10.20353)
C (0.81683, 10.47098, -9.90661)
C (0.58349, 11.63918, -9.22996)
C (0.25350, 8.30460, -10.85775)
H (-1.83414, 16.94930, -5.34168)
H (-2.53363, 17.63498, -6.79366)
H (-0.79459, 17.69820, -6.52636)
H (0.46192, 16.40425, -7.90325)
H (0.90521, 14.36008, -9.03079)
H (-2.84950, 12.85580, -7.38337)
H (-3.24573, 15.08212, -6.42979)
H (-2.72008, 11.12131, -8.64703)
H (-2.12634, 9.10888, -9.93347)
H (1.80576, 10.40534, -10.39134)
H (1.45263, 12.28510, -9.11146)
H (-0.60999, 7.93425, -11.34635)
H (0.65683, 7.60819, -10.11032)
H (0.99822, 8.48952, -11.62004)
C (1.60513, 2.07016, -5.59484)
N (1.52926, 1.47837, -4.20663)
C (0.54584, 0.54405, -3.89942)
C (0.39606, 0.13442, -2.56840)
C (1.25973, 0.65554, -1.57676)
C (2.28772, 1.49584, -1.92280)
C (2.36132, 1.97164, -3.25827)
C (1.20358, 0.09511, -0.19590)
C (0.07353, -0.10499, 0.60420)
C (0.24717, -0.54994, 1.93536)
N (1.45904, -0.91159, 2.32311)
C (2.58216, -0.83761, 1.55465)
C (2.44166, -0.33275, 0.25423)
C (1.65005, -1.47163, 3.68806)
H (2.61514, 2.40800, -5.82193)
H (0.98172, 2.95695, -5.75097)
H (1.40002, 1.23863, -6.29336)
H (-0.04339, 0.15627, -4.71042)
H (-0.35754, -0.65723, -2.38911)
H (3.08165, 1.89326, -1.23147)
H (3.11065, 2.66802, -3.67351)
H (-0.85805, 0.25809, 0.09411)
H (-0.51097, -0.54205, 2.67154)
H (3.52846, -1.10338, 2.06743)
H (3.24715, -0.32071, -0.48489)
H (1.74760, -2.56276, 3.61155)
H (0.82339, -1.15987, 4.34932)
H (2.56710, -1.09818, 4.15166)
C (-0.93299, -3.34898, -9.11104)
N (0.22953, -3.00248, -9.91187)
C (1.24631, -2.47795, -9.25436)
C (2.41302, -2.31355, -9.95882)
C (2.54616, -2.58179, -11.31772)
C (1.42571, -3.12545, -11.97239)
C (0.29126, -3.38566, -11.18808)
C (3.80245, -2.11004, -11.97815)
C (4.39994, -2.88983, -12.97270)
C (5.50358, -2.44049, -13.60279)
N (6.06967, -1.31624, -13.22813)
C (5.62817, -0.61709, -12.16220)
C (4.53599, -1.03773, -11.45349)
C (7.33859, -0.96530, -13.96571)
H (-0.82870, -3.21050, -8.05668)
H (-1.27079, -4.33682, -9.40113)
H (-1.67617, -2.59321, -9.34523)
H (1.15780, -2.28823, -8.20456)
H (3.22099, -1.88907, -9.40880)
H (1.41973, -3.31057, -12.99315)
H (-0.58436, -3.88121, -11.62490)
H (3.88623, -3.75056, -13.36949)
H (5.93876, -2.88492, -14.46673)
H (6.11570, 0.34042, -12.01753)
H (4.20761, -0.44477, -10.59003)
H (8.05306, -0.61240, -13.18698)
H (7.00838, -0.13471, -14.59899)
H (7.57982, -1.80402, -14.54488)
C (2.35515, -6.65752, 0.91372)
N (3.50820, -5.66532, 0.90507)
C (4.35772, -5.66589, -0.10495)
C (5.51212, -4.90107, -0.10413)
C (5.70155, -4.02963, 0.97035)
C (4.79430, -4.00623, 2.00436)
C (3.69407, -4.87202, 1.95977)
C (6.83275, -3.18334, 1.00605)
C (7.22809, -2.45338, 2.17456)
C (8.36572, -1.75106, 2.22449)
N (9.11268, -1.65820, 1.12353)
C (8.78717, -2.18950, -0.04248)
C (7.62444, -2.92929, -0.10914)
C (10.43252, -0.93400, 1.19488)
H (1.52821, -6.20241, 0.44971)
H (2.07609, -6.86096, 1.95997)
H (2.68321, -7.52019, 0.40035)
H (4.15720, -6.45556, -0.82072)
H (6.22660, -5.00161, -0.88341)
H (4.92556, -3.34680, 2.87589)
H (2.99698, -4.86471, 2.76775)
H (6.59903, -2.53262, 3.04129)
H (8.75460, -1.17412, 3.05504)
H (9.41255, -2.14686, -0.91514)
H (7.36407, -3.41992, -1.07642)
H (11.21924, -1.57677, 0.82408)
H (10.47402, -0.55773, 2.21573)
H (10.39143, -0.04361, 0.57827)
C (2.09802, 3.87913, 4.95385)
N (3.16964, 3.13708, 5.69673)
C (3.44688, 1.90769, 5.30507)
C (4.49280, 1.20225, 5.84357)
C (5.12314, 1.76643, 6.90885)
C (4.81179, 3.01175, 7.35051)
C (3.84519, 3.71045, 6.73366)
C (6.22815, 1.11707, 7.64196)
C (7.31477, 0.47792, 7.07228)
C (8.42420, 0.12670, 7.77096)
N (8.30264, 0.16878, 9.10772)
C (7.27866, 0.59218, 9.79670)
C (6.22443, 1.11167, 9.03173)
C (9.55166, -0.08014, 9.89219)
H (2.03826, 4.93938, 5.26455)
H (1.16376, 3.40596, 5.16390)
H (2.27492, 3.81777, 3.91138)
H (2.77512, 1.45994, 4.59294)
H (4.76278, 0.22840, 5.49206)
H (5.40503, 3.52637, 8.10229)
H (3.53407, 4.69950, 6.97482)
H (7.24614, 0.40232, 5.98191)
H (9.35913, -0.29053, 7.40520)
H (7.27640, 0.52937, 10.89059)
H (5.39160, 1.43246, 9.64220)
H (9.94946, 0.85802, 10.08705)
H (10.29077, -0.70042, 9.32742)
H (9.40912, -0.56603, 10.86337)
N (5.50552, 2.08453, 0.51988)
S (6.48576, 1.19007, -0.30291)
O (6.99373, 0.06917, 0.46630)
O (7.35264, 1.78194, -1.25619)
F (5.41830, 0.47363, -1.27425)
S (5.41333, 2.31500, 2.15516)
O (4.25095, 3.06519, 2.42087)
O (6.58739, 2.50438, 2.93247)
F (4.86619, 0.81585, 2.65916)
N (-1.82406, -0.78293, 4.38371)
S (-2.20064, -2.23843, 3.93222)
O (-2.76613, -3.06303, 4.97930)
O (-1.18775, -2.74487, 3.08091)
F (-3.40361, -2.01443, 2.87560)
S (-2.54758, 0.64711, 4.34818)
O (-3.00255, 1.03178, 3.01658)
O (-1.93512, 1.64498, 5.21871)
F (-3.94031, 0.41464, 5.20011)
N (-1.17455, 6.13638, -6.35078)
S (-0.45195, 7.45120, -6.58898)
O (-0.90691, 8.48296, -5.75670)
O (-0.30851, 7.71703, -8.03352)
F (1.12071, 7.21455, -6.06993)
S (-2.09499, 5.49808, -5.18294)
O (-2.28287, 4.09636, -5.35033)
O (-3.27377, 6.30709, -4.95168)
F (-1.34961, 5.63503, -3.74942)
N (3.17707, -3.52834, -1.91765)
S (1.73608, -3.54730, -1.41609)
O (0.90159, -2.60618, -2.07803)
O (1.62635, -3.76010, -0.01548)
F (1.33625, -4.97305, -1.98041)
S (3.79133, -2.60919, -3.04330)
O (5.16920, -3.04774, -3.15870)
O (3.57341, -1.23635, -2.64519)
F (3.17880, -2.85740, -4.40129)
Cl (0.05608, -0.65088, -7.03914)
Cl (4.69606, -2.17638, 4.97179)